1.
Density functional theory data (wB97M-V/def2-TZVPD) for an isolated molecule of C2H5N5.

As for the spin multiplicity: 1. The LUMO energy is 0.389 eV. The calculation puts the HOMO energy at -8.43 eV.

Geometry (Å):
H (-2.160, 1.393, 0.071)
N (-1.136, 1.874, -0.034)
C (-0.163, 0.971, -0.046)
C (1.306, 1.200, 0.031)
N (1.962, 0.058, -0.074)
N (1.157, -0.924, 0.142)
N (-0.247, -0.396, -0.298)
N (-1.334, -1.169, 0.018)
H (1.804, 2.085, 0.088)
H (1.543, -1.708, -0.343)
H (-1.446, -1.442, 1.083)
H (-1.287, -1.943, -0.637)

Atomic partial charges in e from the Mulliken method, atoms 1 to 6: H 0.261; N -0.692; C 0.468; C -0.373; N -0.475; N -0.110

=====

2.
Density functional theory data (wB97M-V/def2-TZVPD) for an isolated molecule of C2H5N5.

As for the spin multiplicity: 1. The LUMO energy is 0.845 eV. The calculation puts the HOMO energy at -8.26 eV.

Geometry (Å):
N (-2.442, -0.471, -0.154)
C (-1.137, -0.013, -0.099)
N (-0.825, 1.266, -0.074)
N (0.547, 1.200, -0.066)
C (0.949, -0.080, -0.079)
N (2.276, -0.473, -0.160)
N (-0.086, -0.895, -0.092)
H (-3.108, 0.213, 0.171)
H (-2.547, -1.376, 0.294)
H (1.089, 2.038, -0.171)
H (2.914, 0.066, 0.415)
H (2.370, -1.475, 0.015)

Atomic partial charges in e from the Mulliken method, atoms 1 to 6: N -0.465; C 0.451; N -0.764; N 0.201; C 0.409; N -0.490

=====

3.
Density functional theory data (wB97M-V/def2-TZVPD) for an isolated molecule of C2H5N5O.

As for the spin multiplicity: 1. The LUMO energy is 0.777 eV. The calculation puts the HOMO energy at -9.52 eV.

Geometry (Å):
H (2.050, -0.793, 1.837)
N (1.141, -1.068, 1.541)
C (0.826, -0.526, 0.478)
O (1.502, 0.417, -0.284)
C (0.514, 1.118, -0.947)
N (0.766, 2.054, -1.681)
H (0.050, 2.462, -2.289)
N (-0.795, 0.513, -0.591)
N (-0.329, -0.810, -0.278)
N (-1.226, -1.521, 0.464)
H (-1.042, 0.853, 0.305)
H (-2.092, -1.473, -0.021)
H (-1.364, -1.226, 1.467)

Atomic partial charges in e from the Mulliken method, atoms 1 to 6: H 0.273; N -0.595; C 0.527; O -0.381; C 0.538; N -0.572

=====

4.
Density functional theory data (wB97M-V/def2-TZVPD) for an isolated molecule of C2H5N5O.

As for the spin multiplicity: 1. The LUMO energy is 0.590 eV. The calculation puts the HOMO energy at -8.30 eV.

Geometry (Å):
N (0.844, -1.018, 2.397)
N (0.214, 0.299, 1.808)
C (-0.137, 0.199, 0.546)
N (-1.053, 0.867, -0.089)
N (-0.924, 1.151, -1.350)
C (-0.348, 0.362, -2.137)
N (0.137, -0.844, -1.396)
O (0.760, -0.389, -0.240)
H (1.962, -1.110, 2.391)
H (0.468, -1.914, 1.914)
H (-0.483, 0.718, 2.551)
H (-0.415, 0.475, -3.266)
H (0.775, -1.610, -1.725)

Atomic partial charges in e from the Mulliken method, atoms 1 to 6: N -0.584; N -0.111; C 0.552; N -0.429; N -0.307; C -0.050

=====

5.
Density functional theory data (wB97M-V/def2-TZVPD) for a structure of composition C2H5N5O.

As for the spin multiplicity: 1. The LUMO energy is -0.161 eV. The calculation puts the HOMO energy at -8.70 eV.

Geometry (Å):
C (-0.055, 0.692, -0.066)
C (2.322, -0.260, 0.077)
H (-1.915, -0.232, 1.205)
H (-1.837, -1.487, -0.307)
H (-2.055, 1.746, -0.527)
H (3.247, -0.664, 0.121)
H (-0.630, -1.150, -0.463)
N (-2.082, -0.298, 0.113)
N (-1.436, 0.849, -0.184)
N (0.839, 1.729, -0.016)
N (2.231, 1.003, 0.079)
N (0.096, -0.679, 0.238)
O (1.275, -1.249, -0.271)

Atomic partial charges in e from the Mulliken method, atoms 1 to 6: C 0.421; C -0.053; H 0.353; H 0.398; H 0.277; H 0.468

=====

6.
Density functional theory data (wB97M-V/def2-TZVPD) for a structure of composition C2H5N5O6S.

As for the spin multiplicity: 1. The LUMO energy is -0.758 eV. The calculation puts the HOMO energy at -10.51 eV.

Geometry (Å):
C (-0.398, -0.828, 0.666)
C (-2.866, -0.503, 0.104)
N (2.579, 0.346, -1.438)
N (-1.459, -0.088, 0.159)
N (0.834, -0.236, 0.652)
N (1.208, 0.945, 1.437)
N (-1.168, 1.085, -0.592)
O (-3.556, 0.148, -0.785)
O (0.406, 1.690, 1.941)
O (-0.446, -2.009, 0.911)
O (-3.239, -1.321, 0.867)
O (2.433, 1.001, 1.389)
O (2.138, -1.820, -0.996)
S (2.561, -0.510, -0.214)
H (3.207, 1.195, -1.609)
H (-0.222, 0.935, -0.909)
H (-1.067, 1.900, 0.012)
H (-2.845, 0.582, -1.237)
H (1.899, -2.513, -0.360)

Atomic partial charges in e from the Mulliken method, atoms 1 to 6: C 0.383; C 0.465; N -0.485; N 0.415; N -0.149; N 1.110

=====

7.
Density functional theory data (wB97M-V/def2-TZVPD) for a structure of composition C2H5NO.

As for the spin multiplicity: 1. The LUMO energy is 0.619 eV. The calculation puts the HOMO energy at -9.61 eV.

Geometry (Å):
C (-0.074, 0.159, -1.077)
C (0.452, -0.688, 0.038)
H (-1.110, 1.128, -0.493)
H (1.115, 0.980, -1.370)
H (-0.532, -0.783, -2.025)
H (1.175, -1.482, -0.144)
H (-0.710, 0.489, 2.366)
N (0.274, -0.415, 1.271)
O (-0.591, 0.611, 1.433)

Atomic partial charges in e from the Mulliken method, atoms 1 to 6: C -0.676; C -0.006; H 0.272; H 0.218; H 0.240; H 0.377

=====

8.
Density functional theory data (wB97M-V/def2-TZVPD) for a structure of composition C2H5NO.

As for the spin multiplicity: 1. The LUMO energy is 0.965 eV. The calculation puts the HOMO energy at -8.82 eV.

Geometry (Å):
C (-1.015, 0.175, 0.302)
N (0.207, 0.238, -0.487)
C (1.645, -0.495, -0.135)
O (1.643, -1.390, 0.643)
H (-0.748, -0.076, 1.334)
H (-1.537, 1.137, 0.286)
H (-1.687, -0.602, -0.074)
H (0.091, 0.270, -1.499)
H (1.417, 0.740, -0.368)

Atomic partial charges in e from the Mulliken method, atoms 1 to 6: C -0.675; N -0.284; C -0.208; O -0.368; H 0.267; H 0.257

=====

9.
Density functional theory data (wB97M-V/def2-TZVPD) for an isolated molecule of C2H5NO.

As for the spin multiplicity: 1. The LUMO energy is 1.020 eV. The calculation puts the HOMO energy at -8.34 eV.

Geometry (Å):
C (0.141, 0.262, 1.225)
C (0.751, -0.025, 0.072)
N (0.077, 0.172, -1.104)
O (-1.348, 0.097, -1.128)
H (0.627, 0.084, 2.168)
H (-0.851, 0.667, 1.312)
H (1.785, -0.315, -0.030)
H (0.440, -0.285, -1.935)
H (-1.622, -0.657, -0.579)

Atomic partial charges in e from the Mulliken method, atoms 1 to 6: C -0.740; C -0.061; N -0.200; O -0.417; H 0.227; H 0.315

=====

10.
Density functional theory data (wB97M-V/def2-TZVPD) for a structure of composition C2H5NO.

As for the spin multiplicity: 1. The LUMO energy is 0.776 eV. The calculation puts the HOMO energy at -9.15 eV.

Geometry (Å):
C (-0.062, -1.073, -0.894)
N (0.292, 0.508, -0.248)
C (0.110, 0.704, 1.100)
O (0.529, -0.041, 1.953)
H (-0.427, -1.620, -0.017)
H (-0.934, -0.882, -1.544)
H (0.982, -0.424, -0.776)
H (0.024, 1.240, -0.887)
H (-0.514, 1.587, 1.314)

Atomic partial charges in e from the Mulliken method, atoms 1 to 6: C -0.689; N -0.256; C 0.114; O -0.491; H 0.195; H 0.195

=====

11.
Density functional theory data (wB97M-V/def2-TZVPD) for an isolated molecule of C2H5NO.

As for the spin multiplicity: 1. The LUMO energy (spin up / spin down) is 0.637 / 0.397 eV. The calculation puts the HOMO energy (spin up / spin down) at -8.36 / -8.54 eV.

Geometry (Å):
C (-0.230, 0.447, 0.256)
C (1.224, 0.366, 0.068)
N (-0.887, -0.627, -0.430)
O (-0.189, -1.585, -0.934)
H (-0.542, 0.388, 1.358)
H (-0.588, 1.354, -0.176)
H (1.693, 1.152, 0.566)
H (1.391, -0.538, -0.447)
H (-1.872, -0.958, -0.261)

Atomic partial charges in e from the Mulliken method, atoms 1 to 6: C -0.174; C -0.931; N 0.074; O -0.521; H 0.227; H 0.257

=====

12.
Density functional theory data (wB97M-V/def2-TZVPD) for a cluster of 2 separate species, C2H5NO in total.

As for the spin multiplicity: 1. The LUMO energy is -0.239 eV. The calculation puts the HOMO energy at -9.04 eV.

Geometry (Å):
C (-0.171, 1.222, 0.011)
C (0.628, -0.991, -0.026)
N (-0.482, -0.013, 0.011)
O (-1.627, -0.501, 0.010)
H (-1.774, 2.303, 0.082)
H (0.774, 1.709, 0.038)
H (1.523, -0.594, 0.447)
H (0.284, -1.886, 0.490)
H (0.845, -1.249, -1.063)

Atomic partial charges in e from the Mulliken method, atoms 1 to 6: C -0.288; C -0.836; N 0.382; O -0.637; H 0.208; H 0.264

=====

13.
Density functional theory data (wB97M-V/def2-TZVPD) for an isolated molecule of C2H5NO.

As for the spin multiplicity: 1. The LUMO energy is 1.008 eV. The calculation puts the HOMO energy at -10.09 eV.

Geometry (Å):
C (-0.480, 1.110, -0.641)
C (-0.606, -0.333, -0.640)
N (0.027, -0.936, 0.236)
O (0.964, -0.073, 0.942)
H (-0.966, 1.525, 0.254)
H (0.674, 1.362, -0.546)
H (-1.041, 1.258, -1.565)
H (-1.475, -0.997, -1.121)
H (1.428, -0.668, 1.479)

Atomic partial charges in e from the Mulliken method, atoms 1 to 6: C -0.735; C 0.101; N -0.401; O -0.398; H 0.248; H 0.258

=====

14.
Density functional theory data (wB97M-V/def2-TZVPD) for an isolated molecule of C2H5NO.

As for the spin multiplicity: 1. The LUMO energy is 0.931 eV. The calculation puts the HOMO energy at -9.88 eV.

Geometry (Å):
C (0.562, -0.834, -0.539)
C (0.049, 0.097, 0.545)
N (-0.970, 0.977, 0.218)
O (0.438, -0.006, 1.692)
H (1.653, -0.776, -0.589)
H (0.132, -0.673, -1.531)
H (0.314, -1.851, -0.216)
H (-1.275, 1.507, 1.023)
H (-0.902, 1.557, -0.602)

Atomic partial charges in e from the Mulliken method, atoms 1 to 6: C -0.778; C 0.509; N -0.442; O -0.569; H 0.259; H 0.302

=====

15.
Density functional theory data (wB97M-V/def2-TZVPD) for an isolated molecule of C2H5NO.

As for the spin multiplicity: 1. The LUMO energy is 0.893 eV. The calculation puts the HOMO energy at -9.88 eV.

Geometry (Å):
C (-1.034, 0.110, 0.374)
N (0.149, 0.365, -0.424)
C (1.289, -0.339, -0.215)
O (1.431, -1.166, 0.664)
H (-0.784, 0.166, 1.437)
H (-1.793, 0.860, 0.144)
H (-1.440, -0.888, 0.177)
H (0.088, 0.969, -1.228)
H (2.093, -0.076, -0.929)

Atomic partial charges in e from the Mulliken method, atoms 1 to 6: C -0.734; N -0.139; C 0.047; O -0.555; H 0.255; H 0.312

=====

16.
Density functional theory data (wB97M-V/def2-TZVPD) for a structure of composition C2H5NO.

As for the spin multiplicity: 1. The LUMO energy is 0.530 eV. The calculation puts the HOMO energy at -9.93 eV.

Geometry (Å):
C (1.154, 0.087, -0.062)
C (-0.363, 0.423, 0.015)
H (1.474, -0.974, -0.324)
H (1.700, 0.337, 0.789)
H (1.401, 0.735, -0.944)
H (-1.052, -1.516, 0.527)
H (-2.242, -0.202, 0.329)
N (-1.320, -0.517, -0.271)
O (-0.753, 1.627, -0.060)

Atomic partial charges in e from the Mulliken method, atoms 1 to 6: C -0.751; C 0.453; H 0.299; H 0.291; H 0.225; H 0.308

=====

17.
Density functional theory data (wB97M-V/def2-TZVPD) for an isolated molecule of C2H5NO2.

As for the spin multiplicity: 1. The LUMO energy is 0.610 eV. The calculation puts the HOMO energy at -8.02 eV.

Geometry (Å):
C (-0.530, 0.513, 0.764)
N (0.366, 0.181, -0.264)
O (1.370, -0.755, 0.082)
C (-0.292, -0.206, -1.932)
O (-1.436, -0.101, -2.138)
H (-0.969, -0.368, 1.085)
H (-0.147, 1.029, 1.566)
H (-1.442, 1.124, 0.362)
H (1.867, -0.766, -0.728)
H (0.570, -0.291, -2.480)

Atomic partial charges in e from the Mulliken method, atoms 1 to 6: C -0.767; N -0.231; O -0.378; C 0.166; O -0.351; H 0.354

=====

18.
Density functional theory data (wB97M-V/def2-TZVPD) for a cluster of 2 separate species, C2H5NO2 in total.

As for the spin multiplicity: 1. The LUMO energy is -0.024 eV. The calculation puts the HOMO energy at -10.30 eV.

Geometry (Å):
O (2.305, 1.194, 1.240)
N (1.558, 0.459, 0.677)
O (1.798, -0.930, 0.899)
H (1.216, -1.454, 0.417)
C (-1.519, 0.019, 0.027)
C (-0.856, 0.319, -1.073)
H (-2.399, -0.620, 0.008)
H (-1.072, 0.241, 1.044)
H (-1.089, -0.109, -2.030)
H (0.058, 0.881, -1.210)

Atomic partial charges in e from the Mulliken method, atoms 1 to 6: O -0.359; N 0.330; O -0.371; H 0.354; C -0.419; C -0.506

=====

19.
Density functional theory data (wB97M-V/def2-TZVPD) for an isolated molecule of C2H5NO2.

As for the spin multiplicity: 1. The LUMO energy is 0.656 eV. The calculation puts the HOMO energy at -9.83 eV.

Geometry (Å):
O (0.458, -1.082, -1.138)
C (0.782, -1.008, 0.024)
N (0.449, -0.079, 0.925)
C (-0.385, 1.071, 0.626)
O (-1.194, 0.971, -0.491)
H (1.512, -1.745, 0.412)
H (0.771, -0.257, 1.857)
H (0.286, 1.944, 0.548)
H (-0.974, 1.317, 1.516)
H (-1.024, 0.122, -0.919)

Atomic partial charges in e from the Mulliken method, atoms 1 to 6: O -0.609; C 0.103; N -0.133; C -0.282; O -0.513; H 0.329

=====

20.
Density functional theory data (wB97M-V/def2-TZVPD) for an isolated molecule of C2H5NO2.

As for the spin multiplicity: 1. The LUMO energy is 0.877 eV. The calculation puts the HOMO energy at -10.51 eV.

Geometry (Å):
C (1.435, 0.001, -0.186)
O (0.239, 0.752, -0.226)
C (-0.776, 0.241, 0.633)
N (-1.664, -0.191, -0.278)
O (-0.738, 0.240, 1.834)
H (1.864, 0.109, 0.808)
H (2.111, 0.406, -0.945)
H (1.251, -1.063, -0.410)
H (-1.142, 0.048, -1.130)
H (-2.589, -0.558, -0.097)

Atomic partial charges in e from the Mulliken method, atoms 1 to 6: C -0.609; O -0.422; C 0.603; N -0.329; O -0.545; H 0.290

=====

Taking the records one at a time from the top gives electronic energy values of -352.85444 -353.01478 -428.14359 -428.02400 -427.91969 -1202.40467 -208.97428 -209.06742 -209.10676 -209.06074 -209.02260 -208.96987 -209.09690 -209.21745 -209.20486 -209.14277 -284.29178 -284.29403 -284.43344 -284.43322 a.u..